Entry 1:
9
Properties=species:S:1:pos:R:3:nbo_charge:R:1 method="wB97M-V/def2-TZVPD" de_lowest_ev=3.806 homo_energy_ev="-9.9 / -8.7" e_lumo_ev="-1.0 / -2.3" energy_ev=-19442.3296 gap_ev="8.90 / 6.45"
S -1.445 0.125 1.966 -0.1276
O 1.706 0.654 1.051 -0.3035
O 1.379 -1.172 -0.030 -0.4604
N -0.131 -0.151 -1.490 -0.4984
N 1.173 -0.006 0.257 0.5827
N 0.213 0.609 -0.564 -0.1117
H 0.422 -1.058 -1.339 0.4153
H -2.499 0.842 2.278 0.0929
H -0.817 0.157 -2.128 0.4106


Entry 2:
45
Properties=species:S:1:pos:R:3:nbo_charge:R:1 method="wB97M-V/def2-TZVPD" homo_energy_ev="-7.3 / -7.3" e_lumo_ev="0.3 / -2.4" multiplicity=6 energy_ev=-53555.5085 gap_ev="7.62 / 4.98"
Cr -0.199 0.062 0.704 1.4381
O 0.052 1.168 2.499 -0.7487
O 1.751 0.680 -0.287 -1.0212
O 1.394 -0.164 -3.523 -0.7311
O -0.972 -0.620 -1.572 -0.7581
O -2.326 -0.248 1.457 -0.9488
O -0.913 2.200 0.054 -0.7432
O 0.107 -1.942 1.738 -0.3135
C -0.376 3.150 0.973 -0.0988
C 0.094 -0.783 -3.702 -0.1070
C 0.453 -3.192 1.180 -0.1177
C 3.948 1.750 -0.987 -0.6419
C 1.987 -3.624 1.241 -0.5996
C -4.735 -0.258 0.971 -0.6364
C -0.408 2.570 2.472 -0.0833
C 3.156 0.484 -0.548 -0.0516
C -0.298 -1.458 -2.514 -0.0867
C -3.434 0.530 1.196 -0.0290
H 2.162 -3.965 2.262 0.2198
H 0.303 -2.988 0.120 0.1916
H 0.688 3.046 0.758 0.2075
H -3.527 1.185 2.062 0.1176
H 0.307 -1.611 -4.380 0.1861
H 1.378 0.299 -2.682 0.4906
H -0.242 -3.978 1.476 0.1896
H 0.192 3.153 3.170 0.1901
H -4.960 -0.707 1.938 0.2026
H 2.088 -4.374 0.456 0.2271
H -1.456 2.624 2.768 0.1868
H 3.367 -0.429 -1.106 0.1432
H -4.608 -1.040 0.223 0.2023
H 2.664 -2.803 1.009 0.2322
H -1.328 2.687 -0.662 0.4974
H 3.976 2.601 -0.307 0.2030
H 0.558 -1.912 -2.017 0.2049
H -0.795 4.141 0.798 0.1961
H 4.992 1.565 -1.238 0.2046
H -1.051 -2.180 -2.830 0.1721
H 3.474 0.082 0.414 0.1359
H 3.680 2.072 -1.993 0.2036
H -0.621 -0.175 -4.257 0.1770
H -1.604 -0.010 -1.959 0.4869
H -3.159 1.217 0.396 0.1083
H -5.632 0.349 0.844 0.1958
H -0.123 0.845 3.386 0.5057


Entry 3:
16
Properties=species:S:1:pos:R:3:nbo_charge:R:1 method="wB97M-V/def2-TZVPD" de_lowest_ev=5.916 homo_energy_ev=-8.9 e_lumo_ev=0.5 energy_ev=-20239.0121 gap_ev=9.43
S -2.045 -1.236 -0.449 0.0734
O 1.178 1.534 -0.615 -0.7537
O -2.260 1.287 0.756 -0.6707
C -0.578 -0.335 0.057 -0.2851
C 0.554 -0.969 0.736 -0.1438
C -0.202 0.952 -0.825 0.0138
C -0.943 1.046 0.572 0.0691
C 1.784 -1.233 0.288 -0.4188
H -0.563 1.113 -1.826 0.2084
H -0.280 1.674 1.326 0.2129
H -1.382 -2.201 -0.979 0.1097
H 0.299 -1.359 1.684 0.2130
H -2.211 1.970 -0.264 0.4918
H 2.552 -1.855 0.737 0.2245
H 2.192 -0.905 -0.722 0.1839
H 1.905 0.519 -0.477 0.4715


Entry 4:
106
Properties=species:S:1:pos:R:3:lowdin_charge:R:1 method="wB97M-V/def2-TZVPD" de_lowest_ev=0.526 homo_energy_ev="-3.7 / -3.7" e_lumo_ev="1.5 / 1.4" charge=-1 energy_ev=-73577.3943 gap_ev="5.17 / 5.16"
Ba 1.115 0.123 -0.159 1.8260
O -1.777 -6.492 5.845 -0.1176
O -1.072 6.448 6.528 -0.1232
O -0.755 6.649 -6.576 -0.0942
O -1.533 -6.647 -6.247 -0.1225
N -0.531 0.072 1.884 -0.0647
N -0.654 0.140 -2.183 -0.0528
N -0.521 2.266 -0.012 -0.0277
N -0.480 -1.901 -0.172 -0.1004
C -0.734 -2.673 0.966 -0.2410
C 6.574 0.994 1.222 -0.0428
C 0.234 -0.574 4.010 -0.0358
C -0.270 -4.456 -3.649 -0.0432
C -0.436 -2.371 2.321 -0.0536
C -0.807 3.045 1.078 -0.2584
C -0.498 -5.590 -4.415 0.0001
C -1.556 -3.820 -0.814 -0.0407
C -0.676 3.547 3.529 -0.1757
C -0.477 -3.461 3.371 -0.1537
C 7.694 0.204 1.038 -0.1267
C -0.711 -0.411 -4.447 -0.0337
C -0.215 6.284 -7.859 -0.0767
C -0.124 -4.775 3.147 -0.0623
C -1.651 4.617 -3.787 -0.0433
C -1.040 4.377 0.668 -0.0355
C -0.593 2.676 -2.527 -0.0418
C -0.750 2.555 2.419 -0.0620
C -1.119 -5.495 5.215 -0.3264
C -2.722 -7.126 -6.928 -0.0690
C -0.263 -1.018 2.738 -0.2769
C -1.519 3.322 4.640 -0.0285
C -0.989 -2.582 -1.250 -0.2560
C -1.521 -5.559 -5.419 -0.2774
C -0.968 -2.258 -2.677 -0.0430
C -0.440 1.226 2.714 -0.2379
C -1.440 -4.169 5.512 -0.0037
C -1.706 4.250 5.666 -0.0145
C -0.620 3.696 -3.669 -0.1852
C 0.438 3.831 -4.578 -0.0447
C -0.632 3.071 -1.168 -0.2123
C -1.141 -3.349 -3.705 -0.1890
C 0.512 4.893 -5.444 -0.0252
C 5.284 0.498 0.785 -0.2854
C -1.110 -7.235 6.868 -0.0803
C -0.044 5.687 4.614 0.0149
C -0.320 -5.763 4.091 -0.0040
C 6.473 -1.475 -0.188 -0.1064
C -1.431 -3.869 0.533 -0.0376
C 5.296 -0.701 0.012 -0.0521
C -2.384 -4.470 -5.455 -0.0309
C -0.780 -0.908 -3.099 -0.2641
C 4.060 1.165 0.893 -0.3343
C -0.908 4.446 -0.702 0.0013
C -1.059 -3.185 4.640 -0.0336
C -1.718 5.512 -4.816 -0.0099
C -0.022 4.775 3.589 -0.0442
C -2.160 -3.347 -4.679 -0.0205
C -0.741 0.958 -4.372 -0.0203
C 2.958 1.813 0.919 -0.2437
C -0.605 5.708 -5.619 -0.3235
C -0.894 6.271 7.923 -0.0977
C 7.665 -1.028 0.348 -0.1339
C 0.120 0.791 3.984 -0.0221
C -0.652 1.284 -2.952 -0.2593
C -0.955 5.403 5.665 -0.3046
H -0.400 5.216 -8.124 0.1047
H -0.265 5.352 8.171 0.1096
H -2.450 3.987 6.387 0.1060
H 6.415 -2.409 -0.753 0.0948
H -3.111 -6.399 -7.668 0.0802
H -1.331 -2.196 4.876 0.0885
H -0.727 6.858 -8.606 0.0734
H -0.977 5.329 -1.263 0.0782
H 0.360 -5.011 2.170 0.1319
H -2.357 -8.061 -7.464 0.1036
H -0.501 -6.612 7.536 0.0875
H -2.799 -2.490 -4.868 0.1195
H 0.659 -4.417 -3.042 0.1334
H -0.769 1.665 -5.212 0.1043
H -0.532 -1.081 -5.269 0.0981
H -1.929 -7.766 7.451 0.1050
H -0.346 7.144 8.295 0.0760
H 0.469 1.466 4.759 0.1095
H -1.879 6.197 8.492 0.0961
H -2.507 4.711 -3.083 0.1349
H 1.352 3.232 -4.541 0.1284
H 8.592 -1.637 0.407 0.0979
H 0.139 -6.749 3.950 0.1187
H 1.409 5.098 -6.090 0.1275
H -1.765 -4.668 -1.422 0.0943
H 0.885 6.425 -7.879 0.0881
H -2.088 -3.923 6.392 0.1353
H -1.799 -4.648 1.214 0.1082
H -2.118 2.379 4.645 0.1330
H 4.387 -1.070 -0.436 0.0783
H 0.443 5.084 2.630 0.1208
H -0.415 -7.968 6.441 0.0775
H 0.494 6.609 4.565 0.1105
H -1.151 5.261 1.303 0.1033
H -2.559 6.105 -5.036 0.1051
H -3.533 -7.370 -6.204 0.0958
H -3.047 -4.410 -6.270 0.0895
H 8.627 0.604 1.459 0.0948
H 6.634 1.945 1.780 0.1118
H 0.606 -1.227 4.818 0.1150
H 0.187 -6.448 -4.318 0.1168


Entry 5:
61
Properties=species:S:1:pos:R:3:nbo_charge:R:1 method="wB97M-V/def2-TZVPD" de_lowest_ev=1.229 homo_energy_ev="-11.5 / -11.5" e_lumo_ev="-3.8 / -6.1" multiplicity=4 charge=+1 energy_ev=-74381.3236 gap_ev="7.62 / 5.45"
Sb -2.545 2.735 -0.447 3.1754
Pd 0.068 0.834 -0.281 1.3741
S 0.326 -0.536 -2.331 0.0542
F -3.939 2.457 -1.646 -0.6519
F -0.930 2.806 0.647 -0.6987
F -1.218 2.274 -1.773 -0.6851
F -3.589 2.881 1.088 -0.6545
F -2.446 4.558 -0.777 -0.6431
F -2.446 0.831 -0.117 -0.7098
O 1.983 1.672 -1.021 -0.6214
O 2.477 -1.595 2.013 -0.5709
N -0.234 0.385 1.881 -0.3885
N 3.964 0.669 -0.234 -0.5901
N -1.200 -2.478 -3.215 -0.7349
N 1.942 -0.043 0.385 -0.6466
N -1.296 -2.156 -0.952 -0.4089
N -0.910 -1.429 0.127 -0.2450
C 6.040 -3.906 -0.944 -0.1983
C 4.239 -0.387 0.759 -0.0310
C 6.493 1.431 3.941 -0.1822
C 5.113 1.339 4.042 -0.2055
C 2.781 -0.791 1.175 0.6976
C 4.891 -1.611 0.133 -0.0667
C 0.248 1.280 2.735 0.0817
C 6.408 0.287 1.829 -0.2204
C 5.079 -1.722 -1.238 -0.2126
C 4.380 0.726 3.037 -0.2221
C 5.841 -3.802 0.428 -0.2153
C -2.117 -2.871 1.744 -0.6891
C -0.372 -0.081 4.584 -0.1173
C 7.139 0.905 2.832 -0.2001
C 2.650 0.832 -0.347 0.7524
C 5.659 -2.866 -1.774 -0.2032
C -0.783 -0.752 2.326 0.1645
C 5.023 0.196 1.924 0.0364
C -0.808 -1.792 -2.148 0.3224
C -0.871 -1.009 3.683 -0.1999
C 5.271 -2.662 0.965 -0.1407
C -1.279 -1.714 1.309 0.2969
C 0.195 1.084 4.105 -0.2224
H -1.989 -2.889 -0.870 0.4003
H -1.315 -1.929 4.033 0.2378
H 5.121 -2.582 2.034 0.2238
H 0.675 2.178 2.308 0.2382
H -0.889 -2.191 -4.129 0.4386
H 6.495 -4.795 -1.361 0.2236
H 5.815 -2.936 -2.843 0.2215
H -2.536 -3.442 0.918 0.2183
H 4.607 1.741 4.910 0.2189
H -0.427 -0.272 5.647 0.2435
H 4.784 -0.917 -1.898 0.2184
H -2.948 -2.520 2.356 0.2637
H 4.640 1.356 -0.526 0.4391
H 7.065 1.908 4.726 0.2245
H 8.216 0.971 2.747 0.2265
H -1.845 -3.250 -3.157 0.4160
H 3.304 0.647 3.140 0.2071
H -1.519 -3.558 2.345 0.2631
H 6.139 -4.612 1.081 0.2232
H 0.587 1.842 4.767 0.2487
H 6.920 -0.137 0.974 0.2262


Entry 6:
39
Properties=species:S:1:pos:R:3:nbo_charge:R:1 method="wB97M-V/def2-TZVPD" de_lowest_ev=1.524 homo_energy_ev=-7.6 smiles="NC1=C(c2nc3ccccc3[nH]2)C(=O)CN1c1ccc2c(c1)OCO2" e_lumo_ev=0.6 energy_ev=-30994.9372 gap_ev=8.14
O -2.656 -2.136 3.753 -0.4963
O -4.668 -1.113 3.572 -0.4726
O 3.032 1.359 -0.057 -0.6107
N -1.030 -0.928 -0.814 -0.8125
N 1.185 -1.700 -2.410 -0.5310
N 3.204 -0.752 -2.000 -0.5660
N -0.374 0.794 0.639 -0.4163
C -3.871 0.636 1.955 -0.2371
C 1.686 -2.746 -4.542 -0.2124
C -1.415 -0.552 2.265 -0.2928
C 1.908 -0.949 -1.614 0.4116
C 2.688 -3.007 -5.447 -0.2319
C 4.030 -2.574 -5.190 -0.2258
C -2.551 -1.043 2.908 0.2981
C 1.930 0.892 0.115 0.5533
C -0.022 -0.176 -0.334 0.5369
C 2.071 -2.017 -3.431 0.0767
C 1.324 -0.190 -0.577 -0.3863
C -1.486 0.523 1.457 0.0977
C 0.879 1.473 0.983 -0.3046
C -3.962 -2.241 4.195 0.2402
C 3.359 -1.533 -3.166 0.1566
C -2.706 1.055 1.246 -0.1950
C 4.404 -1.871 -4.001 -0.2558
C -3.781 -0.495 2.766 0.2205
H 2.217 -3.534 -6.347 0.2205
H -2.819 1.942 0.639 0.2283
H -0.396 -0.951 2.451 0.2327
H 0.595 -2.870 -4.729 0.2243
H -4.293 -3.273 3.947 0.1651
H 4.734 -2.575 -6.021 0.2136
H 3.787 -0.047 -1.526 0.4581
H 1.240 1.254 1.950 0.2213
H -1.496 -1.454 -0.069 0.3989
H 0.684 2.580 0.879 0.2362
H -0.676 -1.540 -1.550 0.4372
H -4.865 1.155 1.782 0.2367
H 5.403 -1.518 -3.986 0.2206
H -4.052 -2.155 5.295 0.1623